No. 1
C41H42P2W as an isolated structure in a non-equilibrium geometry, computed with ωB97M-V/def2-TZVPD.

As for the charge: +2. As for the multiplicity: 3. The calculation puts the energy relative to the best compared isomer or geometry (same formula, charge and spin) at 37.97 kJ/mol.

Element x y z (Å)
1 W -0.010 1.093 5.111
2 C 1.204 -0.321 6.330
3 C 1.538 -0.541 4.997
4 C 1.033 -1.700 4.153
5 C -0.235 -1.353 3.335
6 C -1.215 -0.459 4.062
7 C -1.547 -0.529 5.411
8 C -1.034 -1.581 6.381
9 C 0.231 -1.135 7.154
10 C -1.381 2.576 4.623
11 H 1.859 0.329 6.906
12 H 2.414 -0.022 4.617
13 H 0.849 -2.568 4.791
14 H 1.824 -1.994 3.455
15 H 0.067 -0.829 2.422
16 H -0.733 -2.280 3.010
17 H -1.875 0.116 3.416
18 H -2.428 0.023 5.731
19 H -0.842 -2.515 5.844
20 H -1.823 -1.801 7.107
21 H -0.076 -0.513 8.002
22 H 0.736 -2.015 7.581
23 H -1.303 3.429 5.305
24 H -2.411 2.198 4.641
25 H -1.162 2.936 3.609
26 P 2.066 0.418 -4.437
27 P -1.683 0.384 -4.719
28 C 0.891 -0.926 -4.762
29 C -0.458 -0.954 -4.739
30 C 3.528 0.036 -5.466
31 C 3.877 -1.264 -5.856
32 C 4.997 -1.481 -6.658
33 C 5.784 -0.404 -7.068
34 C 5.449 0.894 -6.677
35 C 4.322 1.113 -5.888
36 C 2.616 -0.090 -2.753
37 C 1.686 0.004 -1.704
38 C 2.046 -0.332 -0.401
39 C 3.350 -0.741 -0.118
40 C 4.287 -0.814 -1.148
41 C 3.924 -0.495 -2.457
42 C -2.579 -0.033 -6.275
43 C -1.898 0.152 -7.490
44 C -2.526 -0.112 -8.705
45 C -3.855 -0.541 -8.728
46 C -4.546 -0.704 -7.528
47 C -3.913 -0.456 -6.309
48 C -2.887 -0.088 -3.426
49 C -3.573 0.946 -2.772
50 C -4.501 0.658 -1.774
51 C -4.739 -0.668 -1.405
52 C -4.056 -1.703 -2.045
53 C -3.138 -1.417 -3.055
54 H 1.402 -1.883 -4.882
55 H -0.932 -1.929 -4.867
56 H 3.268 -2.102 -5.531
57 H 5.251 -2.491 -6.968
58 H 6.655 -0.575 -7.695
59 H 6.056 1.735 -7.000
60 H 4.038 2.124 -5.608
61 H 0.674 0.347 -1.909
62 H 1.310 -0.262 0.396
63 H 3.635 -0.995 0.900
64 H 5.306 -1.129 -0.936
65 H 4.659 -0.566 -3.253
66 H -0.871 0.512 -7.484
67 H -1.981 0.028 -9.635
68 H -4.348 -0.739 -9.676
69 H -5.581 -1.034 -7.537
70 H -4.458 -0.597 -5.381
71 H -3.360 1.977 -3.040
72 H -5.025 1.466 -1.272
73 H -5.452 -0.893 -0.617
74 H -4.234 -2.734 -1.755
75 H -2.611 -2.221 -3.558
76 C -0.170 3.244 9.570
77 C 0.960 3.378 8.758
78 C 0.996 2.764 7.503
79 C -0.093 2.005 7.055
80 C -1.229 1.884 7.869
81 C -1.265 2.498 9.124
82 H -0.199 3.720 10.542
83 H 1.806 3.959 9.101
84 H 1.869 2.871 6.873
85 H -2.083 1.316 7.537
86 H -2.142 2.398 9.750

These are the Löwdin partial charges, in e, on atoms 1 to 6: atom 1 (W): 1.610, atom 2 (C): -0.265, atom 3 (C): -0.248, atom 4 (C): -0.165, atom 5 (C): -0.165, atom 6 (C): -0.271


No. 2
C41H43AsCoF4N4P as an isolated structure in a non-equilibrium geometry, computed with ωB97M-V/def2-TZVPD.

As for the charge: +1. As for the multiplicity: 4. The calculation puts the energy relative to the best compared isomer or geometry (same formula, charge and spin) at 0.00 kJ/mol.

Element x y z (Å)
1 Co 12.979 13.800 12.044
2 C 15.197 13.099 14.777
3 C 13.902 12.336 14.321
4 N 12.755 13.213 13.993
5 C 12.475 14.067 15.189
6 C 11.107 14.654 15.269
7 C 11.593 12.325 13.661
8 C 11.953 11.326 12.606
9 N 12.507 12.052 11.450
10 C 12.441 11.399 10.192
11 C 12.476 12.158 9.054
12 F 12.765 13.512 9.206
13 C 12.372 11.663 7.766
14 F 12.699 12.474 6.768
15 C 12.008 10.333 7.575
16 C 12.023 9.505 8.715
17 F 11.656 8.225 8.541
18 C 12.269 10.027 10.010
19 F 12.304 9.099 11.016
20 H 16.069 12.568 14.471
21 H 15.265 13.323 15.819
22 H 15.187 13.961 14.158
23 H 13.561 11.585 15.049
24 H 14.224 11.889 13.406
25 H 13.231 14.850 15.279
26 H 12.688 13.469 16.053
27 H 10.800 15.234 14.388
28 H 11.042 15.290 16.168
29 H 10.398 13.819 15.397
30 H 10.800 12.918 13.303
31 H 11.257 11.782 14.546
32 H 11.098 10.673 12.395
33 H 12.688 10.609 12.986
34 H 11.881 9.903 6.619
35 N 15.558 14.308 10.430
36 C 16.647 15.103 10.309
37 C 16.635 15.969 11.363
38 C 15.488 15.667 12.106
39 N 14.815 14.685 11.525
40 H 15.198 13.553 9.827
41 H 17.346 14.913 9.519
42 H 17.411 16.680 11.519
43 H 15.023 16.142 13.014
44 C 11.412 17.202 12.320
45 C 10.523 18.257 11.716
46 As 10.487 19.903 12.832
47 C 8.887 20.733 12.038
48 C 8.504 20.544 10.712
49 C 7.322 21.052 10.226
50 C 6.543 21.877 11.062
51 C 6.960 22.157 12.368
52 C 8.142 21.602 12.868
53 C 9.657 18.931 14.381
54 C 10.454 18.736 15.498
55 C 10.098 17.849 16.493
56 C 8.835 17.233 16.436
57 C 7.994 17.511 15.371
58 C 8.381 18.375 14.343
59 P 11.506 15.639 11.389
60 C 11.811 16.295 9.677
61 C 12.981 17.007 9.440
62 C 13.223 17.465 8.158
63 C 12.310 17.138 7.126
64 C 11.181 16.407 7.374
65 C 10.927 15.983 8.663
66 C 9.830 14.974 11.469
67 C 9.622 13.769 10.758
68 C 8.435 13.086 10.891
69 C 7.417 13.711 11.623
70 C 7.588 14.929 12.264
71 C 8.878 15.511 12.303
72 H 11.141 17.039 13.337
73 H 12.462 17.577 12.378
74 H 9.504 17.897 11.514
75 H 11.021 18.456 10.784
76 H 9.037 19.909 10.051
77 H 7.123 20.874 9.174
78 H 5.622 22.267 10.664
79 H 6.570 22.873 13.102
80 H 8.493 21.846 13.891
81 H 11.415 19.244 15.561
82 H 10.702 17.803 17.382
83 H 8.652 16.477 17.242
84 H 7.041 17.006 15.319
85 H 7.791 18.591 13.489
86 H 13.598 17.319 10.279
87 H 14.152 17.978 7.998
88 H 12.394 17.502 6.125
89 H 10.409 16.201 6.648
90 H 10.053 15.354 8.866
91 H 10.485 13.463 10.151
92 H 8.306 12.111 10.389
93 H 6.492 13.157 11.692
94 H 6.788 15.338 12.858
95 H 9.082 16.440 12.820

These are the Löwdin partial charges, in e, on atoms 1 to 6: atom 1 (Co): 0.622, atom 2 (C): -0.039, atom 3 (C): -0.218, atom 4 (N): -0.231, atom 5 (C): -0.226, atom 6 (C): -0.068


No. 3
C41H43AsN11NaO5S as an isolated structure, computed with ωB97M-V/def2-TZVPD.

The calculation puts the energy relative to the best compared isomer or geometry (same formula, charge and spin) at 0.63 kJ/mol.

Element x y z (Å)
1 Na 0.628 1.041 0.448
2 C 4.934 0.736 -0.745
3 C 3.468 1.047 -0.711
4 N 2.798 1.287 0.351
5 N 3.415 1.252 1.568
6 C 2.498 1.277 2.546
7 O 1.245 1.265 2.444
8 C 3.085 1.278 3.937
9 C 2.218 1.332 5.025
10 C 2.714 1.346 6.321
11 C 4.084 1.304 6.542
12 C 4.954 1.247 5.460
13 C 4.459 1.235 4.165
14 C 2.683 1.042 -1.980
15 C 3.319 0.791 -3.198
16 C 2.584 0.801 -4.371
17 C 1.227 1.074 -4.311
18 C 0.671 1.306 -3.062
19 N 1.356 1.276 -1.925
20 H 5.328 0.789 0.266
21 H 5.480 1.442 -1.377
22 H 5.115 -0.266 -1.144
23 H 1.154 1.359 4.831
24 H 2.030 1.386 7.160
25 H 4.473 1.313 7.553
26 H 6.024 1.209 5.627
27 H 5.124 1.191 3.314
28 H 4.379 0.588 -3.220
29 H 3.069 0.606 -5.319
30 H 0.612 1.113 -5.200
31 H -0.389 1.533 -2.971
32 C -4.273 2.552 4.537
33 C -3.068 3.074 4.090
34 C -2.476 2.576 2.936
35 C -3.102 1.563 2.216
36 C -4.308 1.038 2.667
37 C -4.891 1.532 3.826
38 As -2.202 0.932 0.613
39 C -3.011 -0.832 0.405
40 C -2.313 -1.894 0.979
41 C -2.775 -3.197 0.848
42 C -3.935 -3.453 0.131
43 C -4.639 -2.401 -0.440
44 C -4.182 -1.095 -0.300
45 C -3.125 1.960 -0.762
46 C -3.664 3.209 -0.477
47 C -4.191 3.994 -1.496
48 C -4.183 3.540 -2.806
49 C -3.646 2.294 -3.098
50 C -3.115 1.512 -2.082
51 H -4.729 2.935 5.442
52 H -2.577 3.863 4.647
53 H -1.525 2.980 2.609
54 H -4.796 0.241 2.120
55 H -5.829 1.116 4.173
56 H -1.395 -1.709 1.528
57 H -2.226 -4.009 1.312
58 H -4.300 -4.468 0.024
59 H -5.552 -2.592 -0.990
60 H -4.741 -0.284 -0.746
61 H -3.676 3.578 0.541
62 H -4.607 4.965 -1.260
63 H -4.596 4.154 -3.597
64 H -3.638 1.929 -4.118
65 H -2.703 0.539 -2.326
66 N 1.309 6.156 2.169
67 N 1.096 5.214 1.162
68 N 1.873 5.125 0.111
69 C 1.267 4.148 -0.555
70 N 0.179 3.692 0.080
71 N 0.083 4.405 1.187
72 H 2.311 6.312 2.178
73 H 1.059 5.692 3.037
74 H 1.632 3.750 -1.486
75 C 0.628 -3.736 -5.702
76 C 0.212 -4.494 -4.449
77 S 1.575 -4.601 -3.313
78 O 2.559 -5.481 -3.884
79 O 1.936 -3.259 -2.926
80 C 0.916 -5.423 -1.882
81 C -0.134 -4.663 -1.082
82 N 0.388 -3.487 -0.401
83 C 0.166 -2.203 -0.775
84 N 0.801 -1.346 0.002
85 C 1.487 -2.081 0.919
86 C 1.260 -3.402 0.674
87 N 1.763 -4.522 1.397
88 O 2.549 -4.297 2.288
89 O 1.425 -5.642 1.029
90 C -0.707 -1.786 -1.901
91 H -0.229 -3.653 -6.369
92 H 1.428 -4.258 -6.226
93 H 0.971 -2.731 -5.454
94 H -0.087 -5.520 -4.675
95 H -0.607 -3.988 -3.934
96 H 1.800 -5.625 -1.275
97 H 0.523 -6.388 -2.205
98 H -0.558 -5.338 -0.347
99 H -0.948 -4.319 -1.717
100 H 2.100 -1.635 1.688
101 H -0.202 -1.926 -2.859
102 H -0.905 -0.724 -1.777
103 H -1.667 -2.309 -1.902

These are the Löwdin partial charges, in e, on atoms 1 to 6: atom 1 (Na): 0.043, atom 2 (C): -0.035, atom 3 (C): -0.281, atom 4 (N): 0.002, atom 5 (N): 0.059, atom 6 (C): -0.476


No. 4
C41H43B3N6O17 as an isolated structure in a non-equilibrium geometry, computed with ωB97M-V/def2-TZVPD.

The value obtained for the calculated total energy is -88982.428 eV.

Element x y z (Å)
1 C -2.595 0.654 -5.129
2 C -1.958 2.067 -4.872
3 O -2.304 2.528 -3.554
4 B -1.214 2.501 -2.674
5 O -0.211 3.511 -2.625
6 B 1.053 2.850 -2.618
7 O 1.343 1.893 -1.600
8 B 0.268 0.948 -1.735
9 C 0.447 -0.624 -1.955
10 C 0.270 -1.378 -0.595
11 C -1.029 -1.034 0.163
12 O 1.449 -1.160 0.194
13 O -1.077 1.447 -1.724
14 H -2.706 0.537 -6.221
15 H -1.962 -0.121 -4.678
16 H -3.568 0.675 -4.613
17 H -2.409 2.739 -5.628
18 H -0.868 2.073 -5.058
19 H 1.801 3.095 -3.499
20 H -0.290 -0.924 -2.720
21 H 1.458 -0.814 -2.372
22 H 0.212 -2.460 -0.845
23 H -1.169 -1.768 0.980
24 H -0.954 -0.044 0.654
25 H -1.914 -1.008 -0.489
26 H 1.899 -1.999 0.166
27 C -7.747 5.312 -6.654
28 C -7.044 5.614 -7.813
29 C -6.122 4.710 -8.322
30 C -5.919 3.507 -7.660
31 C -6.610 3.198 -6.498
32 C -7.528 4.108 -5.995
33 N -4.966 2.542 -8.205
34 O -4.362 2.848 -9.210
35 O -4.835 1.488 -7.622
36 H -8.470 6.017 -6.262
37 H -7.216 6.553 -8.323
38 H -5.578 4.951 -9.224
39 H -6.446 2.262 -5.982
40 H -8.076 3.878 -5.090
41 C 4.238 1.776 -1.124
42 C 5.470 2.338 -0.806
43 C 6.530 1.528 -0.427
44 C 6.344 0.154 -0.375
45 C 5.117 -0.417 -0.683
46 C 4.062 0.402 -1.058
47 N 7.463 -0.708 0.000
48 O 8.517 -0.178 0.282
49 O 7.278 -1.906 0.006
50 H 3.422 2.408 -1.422
51 H 5.605 3.411 -0.857
52 H 7.485 1.972 -0.182
53 H 4.973 -1.488 -0.636
54 H 3.105 -0.030 -1.300
55 C -1.729 3.362 3.968
56 C -1.397 3.036 5.278
57 C -1.555 1.734 5.730
58 C -2.042 0.770 4.859
59 C -2.384 1.086 3.553
60 C -2.226 2.390 3.108
61 N -2.187 -0.607 5.323
62 O -1.895 -0.849 6.477
63 O -2.587 -1.434 4.527
64 H -1.599 4.378 3.617
65 H -1.011 3.795 5.946
66 H -1.294 1.488 6.750
67 H -2.768 0.335 2.876
68 H -2.486 2.648 2.089
69 C -0.985 -3.955 6.343
70 C -0.233 -3.662 5.214
71 C 0.710 -4.570 4.752
72 C 0.887 -5.768 5.431
73 C 0.148 -6.067 6.567
74 C -0.792 -5.153 7.021
75 N 1.863 -6.736 4.935
76 O 2.507 -6.437 3.952
77 O 1.973 -7.785 5.532
78 H -1.723 -3.247 6.695
79 H -0.385 -2.728 4.691
80 H 1.292 -4.336 3.872
81 H 0.291 -6.998 7.097
82 H -1.378 -5.375 7.904
83 C 2.606 -2.778 9.299
84 C 1.427 -2.706 10.032
85 C 0.762 -1.495 10.161
86 C 1.288 -0.366 9.549
87 C 2.468 -0.425 8.822
88 C 3.128 -1.639 8.699
89 N 0.580 0.907 9.662
90 O -0.439 0.932 10.318
91 O 1.049 1.869 9.091
92 H 3.119 -3.726 9.196
93 H 1.025 -3.596 10.499
94 H -0.155 -1.446 10.732
95 H 2.878 0.457 8.350
96 H 4.047 -1.698 8.132
97 C 2.288 -1.494 -9.085
98 C 3.240 -1.686 -8.090
99 C 2.960 -1.324 -6.781
100 C 1.721 -0.774 -6.484
101 C 0.765 -0.570 -7.469
102 C 1.054 -0.933 -8.776
103 N 1.411 -0.413 -5.104
104 O 2.267 -0.583 -4.261
105 O 0.304 0.038 -4.868
106 H 2.508 -1.783 -10.105
107 H 4.200 -2.122 -8.336
108 H 3.704 -1.476 -6.012
109 H -0.198 -0.138 -7.234
110 H 0.317 -0.782 -9.553

These are the Löwdin partial charges, in e, on atoms 1 to 6: atom 1 (C): -0.051, atom 2 (C): -0.208, atom 3 (O): 0.085, atom 4 (B): -0.635, atom 5 (O): 0.247, atom 6 (B): -0.279


No. 5
A 6-piece molecular cluster, C41H43BBr2FN2O5S overall in a non-equilibrium geometry, computed with ωB97M-V/def2-TZVPD.

As for the charge: +1. The calculation puts the energy relative to the best compared isomer or geometry (same formula, charge and spin) at 0.00 kJ/mol.

Element x y z (Å)
1 C 0.220 -1.955 3.367
2 C 0.078 -0.973 2.276
3 C 0.328 -1.418 0.867
4 N -0.241 0.274 2.539
5 N 0.718 1.206 2.117
6 C 0.542 1.934 1.005
7 C 1.470 2.838 0.550
8 C 1.235 3.566 -0.707
9 Br 1.144 2.405 -2.205
10 C 1.093 4.887 -0.817
11 C 1.130 5.824 0.357
12 Br 0.832 5.715 -2.473
13 C 2.642 2.988 1.303
14 O 3.622 3.829 0.932
15 B 4.681 3.265 0.184
16 O 5.909 3.806 0.345
17 O 4.463 2.203 -0.668
18 C 2.794 2.240 2.475
19 S 4.209 2.324 3.524
20 O 3.771 1.910 4.808
21 O 5.255 1.592 2.903
22 F 4.563 3.813 3.624
23 C 1.815 1.358 2.864
24 H -0.002 -2.980 3.080
25 H 1.287 -1.913 3.623
26 H -0.327 -1.662 4.261
27 H -0.596 -1.302 0.301
28 H 1.123 -0.803 0.432
29 H 0.686 -2.443 0.826
30 H -0.362 1.792 0.427
31 H 1.537 6.775 0.020
32 H 1.736 5.456 1.178
33 H 0.109 6.030 0.678
34 H 6.368 3.768 -0.504
35 H 4.549 1.344 -0.242
36 H 1.912 0.752 3.752
37 C -5.172 0.330 -0.986
38 C -4.660 -0.124 -2.195
39 C -3.287 -0.191 -2.388
40 C -2.430 0.192 -1.367
41 C -2.940 0.647 -0.158
42 C -4.311 0.719 0.032
43 H -6.242 0.380 -0.837
44 H -5.332 -0.429 -2.987
45 H -2.888 -0.543 -3.331
46 H -1.356 0.136 -1.518
47 H -2.270 0.945 0.642
48 H -4.709 1.074 0.974
49 C -5.526 -4.156 3.200
50 C -6.530 -3.582 3.968
51 C -6.945 -2.283 3.712
52 C -6.361 -1.559 2.681
53 C -5.360 -2.132 1.910
54 C -4.940 -3.430 2.172
55 H -5.202 -5.169 3.401
56 H -6.989 -4.149 4.767
57 H -7.724 -1.835 4.315
58 H -6.689 -0.547 2.478
59 H -4.907 -1.570 1.105
60 H -4.156 -3.877 1.572
61 C -0.662 0.944 -5.829
62 C -1.364 1.798 -4.990
63 C -2.719 2.018 -5.196
64 C -3.374 1.376 -6.237
65 C -2.673 0.519 -7.075
66 C -1.317 0.305 -6.873
67 H 0.396 0.774 -5.671
68 H -0.854 2.293 -4.173
69 H -3.264 2.689 -4.544
70 H -4.431 1.544 -6.396
71 H -3.185 0.018 -7.886
72 H -0.771 -0.359 -7.530
73 C 8.911 -0.242 6.434
74 C 10.014 -0.542 5.647
75 C 10.027 -0.190 4.305
76 C 8.939 0.470 3.750
77 C 7.836 0.773 4.537
78 C 7.821 0.414 5.878
79 H 8.901 -0.518 7.480
80 H 10.865 -1.051 6.081
81 H 10.885 -0.430 3.691
82 H 8.951 0.748 2.704
83 H 6.988 1.289 4.104
84 H 6.960 0.647 6.492
85 C -1.925 -3.962 -3.998
86 C -3.211 -3.719 -3.535
87 C -4.307 -4.135 -4.278
88 C -4.116 -4.802 -5.480
89 C -2.830 -5.048 -5.941
90 C -1.734 -4.624 -5.203
91 H -1.070 -3.634 -3.420
92 H -3.360 -3.204 -2.594
93 H -5.310 -3.941 -3.920
94 H -4.970 -5.131 -6.058
95 H -2.682 -5.569 -6.878
96 H -0.732 -4.812 -5.565

These are the Löwdin partial charges, in e, on atoms 1 to 6: atom 1 (C): 0.001, atom 2 (C): -0.315, atom 3 (C): 0.013, atom 4 (N): 0.130, atom 5 (N): -0.052, atom 6 (C): 0.059